{
  "formula": "C23H56ClGaN9O6",
  "method": "ωB97M-V with the def2-TZVPD basis set",
  "max_force_ev_per_a": 5.0,
  "homo_ev": -3.974,
  "total_charge": -1,
  "symbols": ["N", "C", "N", "N", "C", "C", "C", "C", "Ga", "Cl", "H", "H", "H", "H", "H", "H", "H", "H", "H", "H", "H", "H", "H", "H", "C", "C", "O", "N", "C", "H", "H", "H", "H", "H", "H", "H", "C", "C", "O", "N", "C", "H", "H", "H", "H", "H", "H", "H", "C", "C", "O", "N", "C", "H", "H", "H", "H", "H", "H", "H", "C", "C", "O", "N", "C", "H", "H", "H", "H", "H", "H", "H", "C", "C", "O", "N", "C", "H", "H", "H", "H", "H", "H", "H", "C", "C", "O", "N", "C", "H", "H", "H", "H", "H", "H", "H"],
  "xyz": [[-4.359, 1.343, 2.845], [-3.052, 1.317, 2.416], [-1.971, 1.184, 3.508], [-2.745, 1.386, 0.935], [-2.279, 0.044, 0.416], [-0.931, 0.127, -0.548], [0.388, 0.342, 0.402], [1.151, 1.782, 0.221], [-0.085, 3.389, -0.178], [-1.185, 4.186, 1.707], [-5.037, 1.405, 2.054], [-1.294, 0.461, 3.153], [-1.459, 2.088, 3.630], [-3.605, 1.613, 0.384], [-3.124, -0.474, -0.233], [-2.003, -0.665, 1.316], [-0.829, -0.962, -1.025], [-1.030, 0.881, -1.438], [0.156, 0.181, 1.547], [1.161, -0.511, 0.110], [1.903, 1.660, -0.694], [1.780, 1.957, 1.219], [-1.133, 3.073, -1.362], [0.893, 4.609, -0.632], [3.803, -1.292, 4.129], [3.463, -0.031, 3.384], [2.478, 0.052, 2.654], [4.288, 1.044, 3.538], [5.483, 1.144, 4.342], [3.056, -2.060, 3.908], [4.782, -1.661, 3.812], [3.797, -1.104, 5.206], [3.995, 1.855, 3.006], [5.338, 1.951, 5.065], [6.316, 1.398, 3.682], [5.708, 0.218, 4.872], [0.298, 1.305, -5.964], [0.376, 1.254, -4.464], [-0.104, 2.135, -3.753], [1.003, 0.186, -3.892], [1.624, -0.940, -4.547], [-0.229, 2.212, -6.273], [1.305, 1.328, -6.390], [-0.255, 0.440, -6.339], [1.015, 0.222, -2.879], [1.128, -1.850, -4.200], [2.675, -0.968, -4.250], [1.554, -0.881, -5.634], [8.150, -2.673, 5.396], [7.024, -2.203, 6.275], [6.217, -1.352, 5.905], [6.912, -2.750, 7.519], [7.751, -3.752, 8.132], [8.110, -2.148, 4.438], [9.110, -2.454, 5.871], [8.053, -3.746, 5.207], [6.131, -2.384, 8.051], [7.124, -4.610, 8.388], [8.173, -3.329, 9.047], [8.560, -4.077, 7.476], [-2.932, -3.428, -2.267], [-1.740, -3.103, -3.122], [-1.121, -2.046, -3.009], [-1.347, -4.023, -4.049], [-1.935, -5.311, -4.333], [-3.124, -2.602, -1.577], [-3.816, -3.568, -2.895], [-2.735, -4.330, -1.680], [-0.538, -3.734, -4.587], [-1.171, -6.076, -4.176], [-2.243, -5.320, -5.382], [-2.798, -5.524, -3.700], [-6.366, -0.670, 3.728], [-6.960, -1.717, 2.828], [-6.446, -2.026, 1.755], [-8.107, -2.334, 3.234], [-8.857, -2.114, 4.448], [-5.457, -0.268, 3.273], [-7.076, 0.151, 3.864], [-6.104, -1.111, 4.693], [-8.446, -3.027, 2.577], [-8.904, -3.060, 4.993], [-9.868, -1.808, 4.171], [-8.407, -1.351, 5.083], [-1.641, 4.581, -8.558], [-0.274, 4.645, -7.938], [0.472, 3.668, -7.896], [0.134, 5.834, -7.410], [-0.588, 7.084, -7.362], [-1.826, 3.571, -8.935], [-2.403, 4.815, -7.810], [-1.705, 5.280, -9.397], [1.065, 5.800, -7.011], [0.003, 7.837, -7.889], [-0.690, 7.376, -6.314], [-1.576, 7.012, -7.818]],
  "lowdin_charge": [0.0449, -0.3719, 0.0501, -0.0318, -0.2212, -0.2146, -0.2999, -0.3593, 0.0021, -0.1242, 0.0386, 0.0479, 0.0362, 0.1101, 0.1094, 0.1168, 0.0823, 0.0679, 0.0735, 0.0914, 0.0453, 0.0318, -0.0987, -0.1285, -0.0178, -0.5267, 0.0232, 0.0071, -0.0862, 0.0834, 0.0750, 0.0778, 0.1431, 0.0810, 0.0789, 0.0325, -0.0208, -0.5327, 0.0060, 0.0191, -0.0931, 0.0585, 0.0829, 0.0808, 0.1294, 0.0505, 0.0780, 0.0711, -0.0049, -0.5113, -0.0002, 0.0036, -0.0835, 0.0899, 0.0858, 0.0870, 0.1459, 0.0836, 0.0828, 0.0753, -0.0004, -0.5250, 0.0235, -0.0023, -0.0894, 0.0753, 0.0859, 0.0873, 0.1336, 0.0796, 0.0795, 0.0745, -0.0262, -0.5459, 0.0141, -0.0128, -0.0939, 0.0268, 0.0884, 0.0883, 0.1356, 0.0771, 0.0775, 0.0748, -0.0144, -0.5367, 0.0097, 0.0046, -0.0839, 0.0851, 0.0882, 0.0811, 0.1468, 0.0791, 0.0882, 0.0735]
}

---

{
  "formula": "C9H21ClIO2P2Tc",
  "method": "ωB97M-V with the def2-TZVPD basis set",
  "max_force_ev_per_a": 6.6,
  "e_above_lowest_kj_mol": 194.6,
  "homo_ev": [-20.173, -20.564],
  "s2": 3.786,
  "spin_multiplicity": 4,
  "total_charge": 3,
  "symbols": ["C", "C", "H", "H", "H", "O", "I", "Tc", "P", "C", "C", "H", "H", "H", "H", "H", "H", "C", "H", "H", "H", "P", "C", "C", "H", "H", "H", "C", "H", "H", "H", "H", "H", "H", "Cl", "O", "C"],
  "xyz": [[0.946, 1.885, -2.227], [0.185, 0.674, -1.893], [0.913, 2.075, -3.333], [2.001, 1.741, -1.952], [0.482, 2.753, -1.740], [-0.415, -0.068, -2.643], [1.782, 2.109, 2.538], [0.362, 0.331, 0.991], [-1.742, 1.000, 0.516], [-2.920, -0.092, -0.358], [-2.674, 1.290, 2.086], [-3.594, 1.841, 1.880], [-2.799, 3.113, 0.035], [-2.062, 1.849, 2.794], [-1.034, 3.230, 0.009], [-2.948, -1.066, 0.147], [-2.920, 0.335, 2.555], [-1.882, 2.605, -0.294], [-3.932, 0.334, -0.337], [-1.880, 2.496, -1.387], [-2.605, -0.253, -1.399], [1.645, -1.266, 0.042], [0.910, -2.653, -0.895], [3.003, -0.662, -0.977], [2.966, -1.518, 2.091], [3.344, -2.800, 0.909], [1.853, -2.861, 1.885], [2.545, -2.204, 1.355], [3.324, 0.316, -0.598], [3.862, -1.342, -0.899], [1.670, -3.412, -1.124], [0.451, -2.295, -1.828], [2.694, -0.561, -2.025], [0.128, -3.124, -0.286], [0.267, -0.293, 3.376], [-1.266, -2.240, 1.632], [-0.657, -1.270, 1.356]],
  "nbo_charge": [-0.7866, 0.6410, 0.3358, 0.2959, 0.2958, -0.2948, 0.4356, 0.0052, 1.2149, -0.9471, -0.9162, 0.3041, 0.3222, 0.2696, 0.2655, 0.2699, 0.2775, -0.9561, 0.3080, 0.2728, 0.2720, 1.2171, -0.9474, -0.9568, 0.2696, 0.3042, 0.2776, -0.9169, 0.2657, 0.3222, 0.3080, 0.2721, 0.2729, 0.2701, -0.0857, -0.3607, 0.6029]
}

---

{
  "formula": "C41H59ClCsN5PSbSe4",
  "method": "ωB97M-V with the def2-TZVPD basis set",
  "max_force_ev_per_a": 1.2,
  "e_above_lowest_kj_mol": 115.8,
  "homo_ev": -0.610,
  "total_charge": -2,
  "symbols": ["Cs", "N", "C", "C", "N", "H", "H", "H", "H", "H", "H", "H", "H", "C", "C", "C", "C", "C", "C", "C", "P", "C", "C", "C", "C", "C", "C", "C", "C", "C", "C", "C", "C", "C", "C", "H", "H", "H", "H", "H", "H", "H", "H", "H", "H", "H", "H", "H", "H", "H", "H", "H", "H", "H", "H", "Se", "Se", "Se", "Se", "C", "C", "C", "Sb", "C", "C", "C", "C", "C", "C", "H", "H", "H", "H", "H", "H", "H", "H", "H", "H", "H", "H", "H", "H", "H", "H", "H", "H", "H", "H", "H", "Cl", "C", "C", "C", "C", "N", "C", "H", "H", "H", "H", "C", "C", "N", "C", "C", "N", "H", "H", "H", "H", "H", "H"],
  "xyz": [[-1.319, -0.609, -2.331], [-0.081, -3.819, -1.485], [0.851, -4.515, -0.620], [0.562, -4.152, 0.835], [0.835, -2.746, 1.092], [-1.031, -4.061, -1.216], [0.056, -4.097, -2.451], [1.866, -4.200, -0.886], [0.784, -5.617, -0.719], [1.203, -4.743, 1.500], [-0.484, -4.414, 1.046], [0.357, -2.489, 1.953], [0.390, -2.198, 0.354], [-5.943, -1.666, 1.313], [-6.001, -0.588, 0.277], [-7.211, -0.323, -0.360], [-7.337, 0.663, -1.321], [-6.231, 1.419, -1.672], [-5.024, 1.164, -1.055], [-4.881, 0.176, -0.078], [-3.102, 0.080, 0.469], [-2.995, 1.828, 1.042], [-1.881, 2.513, 0.567], [-1.681, 3.853, 0.833], [-2.606, 4.541, 1.599], [-3.709, 3.868, 2.093], [-3.926, 2.521, 1.829], [-5.161, 1.875, 2.380], [-2.871, -0.886, 1.961], [-2.540, -0.288, 3.172], [-2.063, -1.012, 4.244], [-1.856, -2.390, 4.090], [-2.154, -3.010, 2.916], [-2.680, -2.313, 1.774], [-2.984, -2.958, 0.613], [-6.929, -2.093, 1.492], [-5.550, -1.285, 2.253], [-5.264, -2.461, 0.999], [-8.084, -0.905, -0.086], [-8.293, 0.846, -1.792], [-6.310, 2.200, -2.416], [-4.157, 1.756, -1.326], [-1.166, 1.970, -0.035], [-0.817, 4.362, 0.427], [-2.469, 5.597, 1.802], [-4.431, 4.409, 2.695], [-5.454, 2.341, 3.322], [-4.989, 0.817, 2.546], [-5.989, 1.981, 1.676], [-2.642, 0.784, 3.291], [-1.849, -0.520, 5.184], [-1.435, -2.958, 4.917], [-1.993, -4.078, 2.817], [-3.419, -2.444, -0.233], [-2.916, -4.032, 0.533], [-1.835, -0.888, -5.516], [-0.448, 0.614, -6.546], [1.316, 0.836, -5.007], [2.426, 2.743, -5.564], [4.358, -4.023, 1.101], [5.032, -2.974, 0.233], [6.503, -2.860, 0.587], [3.705, -1.151, 0.298], [4.597, 0.172, 1.881], [3.875, -0.142, 3.180], [6.097, 0.177, 2.118], [4.528, -0.107, -1.487], [3.822, -0.686, -2.695], [6.030, -0.114, -1.704], [4.815, -5.007, 0.960], [3.300, -4.089, 0.867], [4.448, -3.752, 2.152], [4.947, -3.280, -0.815], [6.621, -2.707, 1.657], [6.981, -2.041, 0.056], [7.029, -3.783, 0.324], [4.291, 1.167, 1.545], [4.088, -1.162, 3.495], [2.800, -0.044, 3.058], [4.197, 0.533, 3.979], [6.415, -0.755, 2.580], [6.367, 0.992, 2.798], [6.659, 0.321, 1.198], [4.197, 0.920, -1.346], [4.136, -1.718, -2.859], [4.047, -0.111, -3.595], [2.742, -0.671, -2.548], [6.386, -1.119, -1.924], [6.560, 0.279, -0.837], [6.269, 0.517, -2.561], [-3.034, 3.659, -6.637], [-2.005, 3.469, -5.266], [-0.871, 4.247, -5.126], [-0.093, 4.045, -3.998], [-0.491, 3.088, -3.077], [-1.589, 2.354, -3.211], [-2.327, 2.530, -4.293], [-0.576, 4.953, -5.886], [0.829, 4.585, -3.869], [0.107, 2.901, -2.193], [-3.191, 1.887, -4.414], [2.709, 3.099, -0.860], [1.952, 2.374, 0.190], [1.640, 1.103, 0.206], [0.962, 0.885, 1.370], [0.871, 2.044, 2.079], [1.510, 2.990, 1.320], [2.590, 2.603, -1.820], [3.773, 3.115, -0.620], [2.366, 4.130, -0.939], [0.579, -0.086, 1.609], [0.402, 2.276, 3.013], [1.592, 3.970, 1.538]],
  "lowdin_charge": [0.5126, -0.0159, -0.2924, -0.3024, -0.0132, 0.0523, 0.0726, 0.0970, 0.1059, 0.0993, 0.0797, 0.0543, 0.0409, -0.0480, -0.2696, -0.0673, -0.1030, -0.0886, -0.1151, -0.3113, 1.0170, -0.3251, -0.1142, -0.0987, -0.0931, -0.0611, -0.2687, -0.0406, -0.3692, -0.1481, -0.1576, -0.1445, -0.1072, -0.3963, -0.1087, 0.0712, 0.0731, 0.0558, 0.0994, 0.0915, 0.1005, 0.0968, 0.0711, 0.0933, 0.0934, 0.1028, 0.0799, 0.0529, 0.0889, 0.0900, 0.0691, 0.0886, 0.0913, 0.0059, 0.0310, -0.4054, -0.2087, -0.2929, -0.2532, -0.1883, -0.5661, -0.1649, 1.5602, -0.5574, -0.1832, -0.1588, -0.5680, -0.1878, -0.1517, 0.0694, 0.0144, 0.0671, 0.0707, 0.0533, 0.0438, 0.0668, 0.0643, 0.0627, 0.0382, 0.0681, 0.0538, 0.0674, 0.0421, 0.0452, 0.0664, 0.0618, 0.0366, 0.0623, 0.0409, 0.0747, 0.6468, -0.7008, -0.1200, -0.1603, -0.2106, -0.0192, -0.2503, 0.1061, 0.0593, 0.0864, 0.0861, -0.0135, -0.4204, 0.0690, -0.1883, -0.1096, 0.0987, 0.0735, 0.0768, 0.0786, 0.0873, 0.1127, 0.1497]
}